ORCA calculation (ωB97M-V/def2-TZVPD) on a molecular structure, C13H15F3NPdS6Sb.

Its HOMO energy is -7.72 eV. The calculation puts the gap between HOMO and LUMO at 6.817 eV. The LUMO energy comes out at -0.91 eV.

Structure (XYZ):
```
40
Properties=species:S:1:pos:R:3:forces:R:3
Pd -0.668 -0.755 -0.500 -0.349 0.650 -0.235
F 4.707 1.476 2.162 0.010 -0.005 0.015
C 3.823 1.120 1.213 -0.010 0.012 -0.004
F 4.465 0.308 0.361 0.004 -0.010 0.001
F 3.512 2.241 0.533 -0.006 0.015 -0.012
C 2.602 0.478 1.807 0.022 0.011 -0.019
C 2.444 0.400 3.178 -0.027 -0.010 -0.007
C 1.287 -0.155 3.712 -0.012 -0.002 0.000
C 0.318 -0.605 2.836 0.062 0.039 -0.014
N 0.471 -0.547 1.516 0.087 -0.045 0.114
C 1.587 -0.027 0.980 -0.066 -0.067 0.120
S 1.559 -0.053 -0.760 0.013 -0.055 -0.091
H 3.221 0.780 3.826 0.002 -0.006 0.003
H 1.141 -0.232 4.779 0.009 0.008 0.002
H -0.615 -1.032 3.184 0.006 -0.004 0.010
C -1.332 -1.732 -3.575 0.027 -0.012 0.048
S -0.694 -2.552 -2.088 0.028 -0.203 0.092
C -2.152 -3.374 -1.552 -0.007 0.070 0.064
C -3.021 -2.816 -0.686 0.008 -0.073 -0.058
S -2.863 -1.270 0.099 0.135 -0.096 -0.064
S -4.454 -3.768 -0.376 0.012 0.050 -0.027
C -4.110 -5.089 -1.461 0.008 0.044 -0.037
S -5.143 -6.323 -1.719 0.020 -0.049 0.044
S -2.557 -4.938 -2.217 -0.076 0.016 -0.024
H -0.518 -1.126 -3.971 -0.011 0.005 -0.018
H -2.177 -1.102 -3.307 0.002 -0.004 -0.015
H -1.621 -2.487 -4.302 0.004 0.019 -0.021
C 0.043 3.191 -1.352 -0.020 -0.053 0.028
Sb -1.438 1.731 -0.906 0.078 -0.065 0.115
C -2.400 2.703 0.730 0.020 -0.089 -0.025
C -2.855 2.181 -2.435 0.026 -0.126 0.035
H -0.428 4.164 -1.491 -0.004 -0.001 0.000
H 0.580 2.902 -2.254 -0.010 0.004 -0.005
H 0.758 3.235 -0.532 -0.001 -0.002 -0.004
H -2.740 3.694 0.430 0.008 0.002 -0.010
H -1.695 2.792 1.555 -0.001 0.003 0.000
H -3.251 2.106 1.055 -0.003 0.008 -0.004
H -3.077 3.247 -2.425 0.009 0.005 0.009
H -3.765 1.612 -2.252 0.001 0.006 -0.004
H -2.450 1.901 -3.407 0.002 0.013 -0.001
```
Forces are in eV/Å.

***

ORCA calculation (ωB97M-V/def2-TZVPD) on a molecular structure, C24H28F6N4O6PPdS3.

Its HOMO energy (alpha / beta) is -16.59 / -17.02 eV. The calculation puts the gap between HOMO and LUMO (alpha / beta) at 8.275 / 5.098 eV. As for the charge: +3. Its expectation value of S² is 6.05. The LUMO energy (alpha / beta) comes out at -8.32 / -11.92 eV. As for the spin multiplicity: 5.

Structure (XYZ):
```
73
Properties=species:S:1:pos:R:3:forces:R:3
Pd -0.137 -0.507 0.650 -0.055 -0.242 0.172
F 4.065 -1.053 -1.632 0.009 0.006 0.020
C 4.378 -0.145 -0.710 0.040 -0.054 -0.052
F 5.104 -0.695 0.241 -0.020 -0.020 0.012
F 5.014 0.862 -1.265 -0.026 -0.002 0.011
S 2.818 0.476 0.060 -0.068 -0.301 0.297
O 3.141 1.472 1.031 0.003 0.038 0.004
O 2.139 -0.727 0.588 0.036 0.238 -0.212
N 2.067 0.994 -1.230 0.046 0.222 -0.191
S 0.865 1.990 -1.111 -0.296 -0.148 0.438
O 0.229 2.102 -2.393 -0.032 0.016 -0.009
O -0.002 1.636 0.038 0.221 0.187 -0.423
C 1.480 3.713 -0.693 0.044 0.038 -0.062
F 0.644 4.570 -1.238 0.001 -0.004 0.001
F 1.502 3.874 0.617 0.034 -0.012 0.005
F 2.688 3.848 -1.198 -0.007 0.015 -0.003
N -2.536 -2.238 1.599 -0.041 -0.017 0.017
P -2.512 -0.752 0.604 0.047 0.018 -0.026
C -3.414 -1.321 -0.839 0.033 0.037 0.029
C -3.066 -2.527 -1.455 0.017 0.003 -0.002
C -3.735 -2.934 -2.594 -0.005 -0.013 -0.016
C -4.735 -2.131 -3.136 0.003 0.002 0.003
C -5.063 -0.919 -2.543 0.005 -0.003 0.003
C -4.408 -0.509 -1.391 -0.018 0.002 0.008
C -3.553 0.343 1.538 -0.028 0.008 -0.006
C -3.041 1.586 1.913 -0.012 0.000 0.001
C -3.840 2.464 2.628 0.005 0.000 -0.009
C -5.131 2.096 2.980 -0.013 0.000 -0.001
C -5.646 0.858 2.602 0.004 0.007 -0.004
C -4.865 -0.016 1.869 0.022 -0.002 0.004
C -1.498 -3.025 1.835 -0.002 -0.033 0.009
C -1.651 -4.222 2.602 -0.004 -0.009 0.010
C -0.564 -5.048 2.776 0.002 -0.003 0.000
C 0.646 -4.677 2.205 0.002 -0.014 0.007
C 0.734 -3.455 1.484 -0.012 0.035 -0.020
N -0.290 -2.662 1.300 0.019 0.092 0.019
H -3.425 -2.514 2.010 0.010 -0.019 0.002
H -2.280 -3.154 -1.047 0.001 0.001 -0.002
H -3.488 -3.879 -3.058 -0.002 0.000 -0.004
H -5.265 -2.457 -4.021 -0.001 -0.003 -0.001
H -5.844 -0.301 -2.964 -0.002 -0.001 -0.002
H -4.682 0.427 -0.920 0.004 -0.002 -0.001
H -2.036 1.865 1.625 0.016 -0.002 -0.002
H -3.462 3.438 2.908 -0.001 -0.001 0.002
H -5.750 2.781 3.543 0.000 -0.002 0.002
H -6.658 0.587 2.868 -0.001 0.001 0.000
H -5.287 -0.959 1.537 -0.007 -0.001 0.007
H -2.621 -4.463 3.019 0.003 -0.006 0.002
H -0.654 -5.965 3.343 0.004 -0.001 -0.001
H 1.531 -5.290 2.307 -0.003 -0.005 0.005
H 1.681 -3.128 1.068 -0.004 -0.004 -0.002
C 0.122 1.207 -5.362 -0.028 0.027 -0.021
N 0.500 0.248 -4.361 0.037 -0.047 -0.015
C 1.849 -0.218 -4.254 0.010 -0.006 -0.013
C -0.501 -0.182 -3.414 0.085 -0.101 0.000
O -0.230 -0.962 -2.552 -0.010 0.110 -0.036
H 0.959 1.421 -6.018 -0.002 -0.005 0.002
H -0.210 2.119 -4.849 0.008 -0.004 -0.010
H -0.729 0.820 -5.933 0.002 -0.001 0.004
H 2.489 0.649 -4.045 -0.016 0.005 0.005
H 2.158 -0.617 -5.226 -0.011 -0.004 -0.004
H 1.933 -0.952 -3.461 0.006 -0.007 -0.008
H -1.481 0.264 -3.608 -0.033 0.018 0.032
C 1.978 0.028 4.050 -0.002 -0.017 -0.012
S 0.301 0.613 3.902 0.010 0.058 -0.002
C 0.625 2.242 3.258 -0.015 -0.002 0.054
O -0.370 -0.200 2.776 -0.017 -0.050 -0.019
H 2.449 0.603 4.848 -0.005 0.008 -0.001
H 2.515 0.161 3.114 -0.004 -0.006 -0.010
H 1.932 -1.017 4.350 0.009 -0.001 -0.002
H 1.131 2.798 4.049 0.004 0.002 -0.005
H -0.333 2.712 3.049 0.003 0.006 -0.004
H 1.250 2.185 2.371 -0.003 -0.029 0.024
```
Forces are in eV/Å.

***

ORCA calculation (ωB97M-V/def2-TZVPD) on 2 unconnected molecules or ions with the total composition C6H17N2P at a distorted geometry.

Its HOMO energy is -8.42 eV. The calculation puts the gap between HOMO and LUMO at 9.456 eV. As for the structure (SMILES): CC(C)NPN.C=CC. The LUMO energy comes out at 1.04 eV.

Structure (XYZ):
```
26
Properties=species:S:1:pos:R:3:forces:R:3
C 2.838 -0.833 1.288 1.796 0.815 -1.005
C 1.894 -0.477 0.194 -0.762 0.095 0.163
C 1.781 -1.280 -1.065 1.612 -2.971 -0.800
N 1.977 0.963 -0.121 -2.674 -1.548 1.017
P 0.527 1.536 -0.815 -0.485 0.151 1.267
N 0.362 2.941 0.098 -3.574 0.232 0.267
H 2.588 -0.243 2.128 0.037 0.970 0.933
H 2.667 -1.802 1.598 -0.191 -2.365 0.486
H 3.938 -0.731 1.061 -1.094 0.051 0.026
H 0.904 -0.673 0.555 -0.785 0.545 1.111
H 2.773 -1.189 -1.583 -1.063 -0.100 -0.334
H 0.935 -0.820 -1.558 0.099 -0.147 -0.871
H 1.539 -2.473 -1.017 0.610 2.911 0.422
H 2.782 1.153 -0.590 2.853 0.781 -1.610
H 0.918 2.191 -1.936 1.078 0.202 -1.454
H 1.124 3.267 0.641 0.319 0.299 0.605
H -0.622 3.019 0.493 2.307 0.212 -0.232
C -4.438 -0.276 0.374 -4.199 0.258 1.186
C -3.207 -0.017 0.321 1.700 2.923 0.582
C -2.266 -0.907 -0.259 4.553 0.390 -0.753
H -5.319 0.181 0.755 0.058 1.835 0.542
H -4.813 -1.165 0.098 -0.630 -3.752 -1.411
H -2.933 0.995 0.587 0.662 0.069 0.269
H -1.806 -0.324 -1.177 -0.313 -1.523 1.855
H -2.697 -1.804 -0.592 -0.761 -1.206 -0.560
H -1.445 -1.230 0.523 -1.154 0.873 -1.703
```
Forces are in eV/Å.

***

ORCA calculation (ωB97M-V/def2-TZVPD) on a molecular structure, C4H5IrO2 at a distorted geometry.

Its HOMO energy (alpha / beta) is -11.71 / -13.99 eV. The calculation puts the gap between HOMO and LUMO (alpha / beta) at 5.640 / 6.857 eV. As for the charge: +1. Its expectation value of S² is 8.81. The LUMO energy (alpha / beta) comes out at -6.07 / -7.14 eV. As for the spin multiplicity: 6.

Structure (XYZ):
```
12
Properties=species:S:1:pos:R:3:forces:R:3
O -2.024 1.014 0.375 3.216 1.632 1.001
C -3.078 -0.657 0.225 -1.952 -3.808 2.078
C -1.811 -0.213 0.496 1.264 2.229 -2.062
H -3.791 -0.675 1.061 -0.605 -0.103 -1.209
H -0.749 -0.645 0.557 -1.654 0.255 0.198
H 1.724 -0.947 0.894 -1.118 0.335 -0.033
H 1.371 -1.266 -1.672 0.874 -0.359 0.254
C 1.846 -0.422 -1.172 -0.928 -0.458 -1.076
C 1.564 -0.172 0.128 1.612 0.040 -0.483
O 1.710 1.088 0.506 1.598 -1.540 1.499
Ir 0.818 2.628 0.394 -1.659 1.579 -0.332
H 2.421 0.269 -1.793 -0.648 0.198 0.165
```
Forces are in eV/Å.

***

What did we get for electronic energy? Answer: -98396.8078 -105137.8886 -18764.1016 -11143.2467 eV, in the order shown.
What did we get for relative energy (zero: lowest compared OMol25 entry of this formula, charge and spin)? Answer: 0.662 0.111 0.037 2.915 eV, in the order shown.